Molecular formula: C4H7NO2
Method: DFT, ωB97M-V/def2-TZVPD

Each line ends with the natural charge from an NBO analysis.
Cartesian coordinates (Å):
C (2.26, -0.39, -0.40)  -0.4442
N (1.35, 0.66, 0.03)  -0.4567
C (0.12, 0.43, -0.06)  0.5162
C (-1.01, 1.29, 0.48)  -0.1414
O (-2.15, 0.45, 0.38)  -0.5186
C (-1.71, -0.83, 0.04)  0.2319
O (-0.46, -0.69, -0.60)  -0.5109
H (2.78, -0.08, -1.31)  0.2045
H (3.02, -0.53, 0.38)  0.2027
H (1.76, -1.34, -0.59)  0.1913
H (-1.18, 2.19, -0.13)  0.2084
H (-0.81, 1.59, 1.51)  0.2011
H (-2.41, -1.30, -0.65)  0.1756
H (-1.56, -1.46, 0.93)  0.1401

Computed properties:
structure (SMILES) = C/N=C1/COCO1
max |F| = 0.5 eV Å⁻¹
HOMO = -9.990 eV
total energy = -361.81615 Ha
energy above the lowest of the compared OMol25 structures with the same formula, charge and spin = 169.9 kJ/mol


Molecular formula: C4H7NO2
Method: DFT, ωB97M-V/def2-TZVPD

Each line ends with the natural charge from an NBO analysis.
Cartesian coordinates (Å):
C (0.15, 1.33, -0.73)  -0.6392
C (-1.21, -0.82, -0.03)  0.8073
C (-0.01, -0.19, -0.84)  -0.4113
N (1.62, -0.59, 0.86)  -0.7377
C (0.90, -1.11, -0.11)  0.0947
O (-1.39, -0.22, 1.17)  -0.7050
O (-2.02, -1.58, -0.50)  -0.5724
H (-2.21, -0.57, 1.56)  0.5006
H (2.20, -1.20, 1.41)  0.3932
H (1.59, 0.38, 1.16)  0.3585
H (-0.17, -0.54, -1.85)  0.2531
H (0.09, 1.67, 0.31)  0.2119
H (-0.65, 1.82, -1.28)  0.2276
H (1.11, 1.63, -1.14)  0.2189

Computed properties:
max |F| = 2.5 eV Å⁻¹
HOMO = -8.224 eV
total energy = -361.78840 Ha
energy above the lowest of the compared OMol25 structures with the same formula, charge and spin = 242.7 kJ/mol


Molecular formula: C4H7NO2
Method: DFT, ωB97M-V/def2-TZVPD

Each line ends with the natural charge from an NBO analysis.
Cartesian coordinates (Å):
C (-0.82, -1.10, 0.40)  -0.6061
C (-0.29, 0.23, -0.15)  -0.5364
C (-1.04, 1.41, 0.18)  0.4499
O (-2.08, 1.47, -0.55)  -0.5825
C (1.17, 0.48, -0.15)  0.6612
O (1.61, 1.63, -0.10)  -0.6464
N (2.00, -0.60, -0.19)  -0.8273
H (-0.40, -1.34, 1.39)  0.2069
H (-1.91, -1.08, 0.50)  0.2241
H (-0.58, -1.93, -0.27)  0.2072
H (-1.46, 0.54, -1.09)  0.4580
H (-0.83, 2.21, 0.88)  0.2006
H (1.65, -1.51, -0.47)  0.3889
H (2.97, -0.41, -0.38)  0.4019

Computed properties:
max |F| = 0.4 eV Å⁻¹
HOMO = -8.796 eV
total energy = -361.76069 Ha
energy above the lowest of the compared OMol25 structures with the same formula, charge and spin = 315.5 kJ/mol


Molecular formula: C4H7NO2
Method: DFT, ωB97M-V/def2-TZVPD

Each line ends with the natural charge from an NBO analysis.
Cartesian coordinates (Å):
C (0.96, -1.28, -0.14)  -0.6590
C (0.33, 0.06, -0.63)  0.2402
C (0.90, 1.28, 0.19)  -0.0884
O (0.16, 0.22, -1.89)  -0.8252
C (-0.85, 0.31, 0.37)  0.6498
O (-0.28, 1.14, 1.19)  -0.4593
N (-2.09, -0.10, 0.35)  -0.7408
H (1.95, -1.37, -0.59)  0.2256
H (1.04, -1.39, 0.95)  0.1935
H (0.33, -2.09, -0.52)  0.2143
H (0.71, 2.21, -0.35)  0.2060
H (1.91, 1.24, 0.62)  0.1944
H (-2.83, 0.22, 0.97)  0.4141
H (-2.34, -0.64, -0.46)  0.4348

Computed properties:
max |F| = 0.6 eV Å⁻¹
HOMO = -7.728 eV
total energy = -361.75930 Ha
energy above the lowest of the compared OMol25 structures with the same formula, charge and spin = 319.2 kJ/mol


Molecular formula: C4H7NO2
Method: DFT, ωB97M-V/def2-TZVPD

Each line ends with the natural charge from an NBO analysis.
Cartesian coordinates (Å):
C (0.85, 1.18, 0.14)  -0.6298
C (-0.64, -0.61, 1.18)  0.8087
C (-1.13, -0.07, -1.00)  0.1137
N (-0.25, -0.52, -1.85)  -0.7376
C (-0.56, 0.59, 0.23)  -0.4380
O (0.39, -1.46, 1.03)  -0.7049
O (-1.48, -0.76, 2.03)  -0.5727
H (0.31, -2.17, 1.68)  0.5020
H (-0.57, -0.99, -2.69)  0.3944
H (0.76, -0.48, -1.73)  0.3613
H (-1.28, 1.32, 0.59)  0.2485
H (1.10, 1.68, 1.08)  0.2271
H (0.90, 1.90, -0.68)  0.2169
H (1.60, 0.40, -0.02)  0.2105

Computed properties:
max |F| = 1.3 eV Å⁻¹
HOMO = -8.232 eV
total energy = -361.79903 Ha
energy above the lowest of the compared OMol25 structures with the same formula, charge and spin = 214.8 kJ/mol


Molecular formula: C4H7NO2
Method: DFT, ωB97M-V/def2-TZVPD

Each line ends with the natural charge from an NBO analysis.
Cartesian coordinates (Å):
C (-2.38, -0.24, -0.07)  0.4070
C (0.38, 0.32, -0.01)  0.6553
C (1.50, 1.03, -0.68)  -0.6890
C (0.58, -1.00, 0.61)  -0.7395
N (-1.88, 0.82, 0.57)  -0.3540
O (-1.76, -0.94, -0.87)  -0.7082
O (-0.59, 1.12, 0.11)  -0.2628
H (-3.30, -0.57, 0.37)  0.1363
H (1.28, 2.16, -0.69)  0.2613
H (1.68, 0.63, -1.64)  0.2552
H (2.42, 0.75, 0.03)  0.2325
H (1.17, -1.61, -0.23)  0.2614
H (-0.29, -1.63, 0.93)  0.2864
H (1.17, -0.85, 1.56)  0.2581

Computed properties:
max |F| = 3.5 eV Å⁻¹
HOMO = -8.609 eV
total energy = -361.71458 Ha
energy above the lowest of the compared OMol25 structures with the same formula, charge and spin = 436.5 kJ/mol


Molecular formula: C4H7NO2S
Method: DFT, ωB97M-V/def2-TZVPD

Each line ends with the natural charge from an NBO analysis.
Cartesian coordinates (Å):
C (1.64, -0.81, -1.23)  0.0459
C (-1.23, 0.22, 0.88)  -0.0418
C (-1.68, -0.48, 1.85)  -0.4350
C (-1.12, 1.00, -0.21)  -0.0827
N (0.12, 1.62, -0.68)  -0.8751
O (3.19, 1.28, 0.30)  -0.9232
O (2.23, -1.01, -0.08)  -0.6072
S (3.17, -0.03, 0.93)  1.1059
H (1.57, 0.20, -1.63)  0.1967
H (-2.30, -0.04, 2.65)  0.2117
H (-1.66, -1.63, 1.84)  0.2067
H (-2.02, 1.28, -0.80)  0.2203
H (0.00, 2.42, -1.28)  0.3827
H (1.04, 1.61, -0.20)  0.4155
H (1.07, -1.66, -1.63)  0.1796

Computed properties:
max |F| = 3.9 eV Å⁻¹
HOMO (alpha / beta) = -8.039 / -7.556 eV
total energy = -759.84041 Ha
energy above the lowest of the compared OMol25 structures with the same formula, charge and spin = 620.0 kJ/mol


Molecular formula: C4H7NO2S
Method: DFT, ωB97M-V/def2-TZVPD

Each line ends with the natural charge from an NBO analysis.
Cartesian coordinates (Å):
C (0.26, 1.36, 0.02)  0.6478
C (1.65, 1.60, -0.50)  -0.6965
C (0.87, -0.97, -0.58)  -0.3988
C (-1.36, -0.39, 0.60)  -0.4140
N (-0.11, 0.10, 0.08)  -0.3999
O (-0.44, 2.28, 0.41)  -0.6209
O (2.66, -0.14, 1.13)  -0.9801
S (2.47, -0.03, -0.33)  1.2352
H (1.68, 1.92, -1.56)  0.2558
H (2.14, 2.13, 0.33)  0.2875
H (0.79, -2.04, -0.15)  0.2473
H (0.81, -1.05, -1.60)  0.1921
H (-0.98, -1.01, 1.35)  0.2005
H (-1.92, 0.43, 0.95)  0.2433
H (-1.98, -1.04, 0.03)  0.2008

Computed properties:
max |F| = 5.4 eV Å⁻¹
HOMO = -9.296 eV
total energy = -759.97470 Ha
energy above the lowest of the compared OMol25 structures with the same formula, charge and spin = 267.4 kJ/mol


Molecular formula: C4H7NO2S
Method: DFT, ωB97M-V/def2-TZVPD

Each line ends with the natural charge from an NBO analysis.
Cartesian coordinates (Å):
C (0.20, 0.53, -1.34)  -0.3797
C (0.10, 0.09, 0.10)  0.0437
C (-0.46, -1.17, 0.57)  -0.1839
C (-0.97, 0.94, 0.91)  0.6595
H (2.20, -0.97, -0.80)  0.1949
H (-0.75, 0.57, -1.76)  0.2236
H (0.69, 1.42, -1.60)  0.2283
H (2.29, 1.11, -0.10)  0.4123
H (-1.18, -1.71, -0.16)  0.2387
H (0.16, -1.70, 1.36)  0.2625
H (-2.44, -0.20, 1.81)  0.3996
N (-1.51, -0.16, 1.44)  -0.6358
O (1.38, 0.05, 0.84)  -0.6426
O (-1.14, 2.16, 0.83)  -0.5999
S (1.44, -0.96, -2.10)  -0.2212

Computed properties:
max |F| = 6.0 eV Å⁻¹
HOMO = -9.174 eV
total energy = -759.80662 Ha
energy above the lowest of the compared OMol25 structures with the same formula, charge and spin = 708.7 kJ/mol


Molecular formula: C4H7NO2S
Method: DFT, ωB97M-V/def2-TZVPD

Each line ends with the natural charge from an NBO analysis.
Cartesian coordinates (Å):
C (1.74, -1.07, 0.75)  -0.7466
S (0.09, -0.56, 1.28)  0.1853
C (-0.35, 0.67, 0.05)  0.0383
C (0.03, 0.52, -1.43)  -0.5562
C (-0.26, -0.85, -2.00)  0.4489
O (0.57, -1.71, -2.26)  -0.5175
N (-1.00, 1.73, 0.30)  -0.1045
O (-1.32, 2.04, 1.61)  -0.5307
H (1.99, -1.94, 1.34)  0.2385
H (1.76, -1.36, -0.30)  0.2545
H (2.47, -0.31, 1.04)  0.2248
H (-0.39, 1.24, -2.10)  0.2596
H (1.11, 0.75, -1.48)  0.2339
H (-1.33, -1.04, -2.22)  0.1197
H (-1.06, 1.29, 2.15)  0.4518

Computed properties:
structure (SMILES) = CS/C(CC=O)=N\O
max |F| = 2.0 eV Å⁻¹
HOMO = -9.372 eV
total energy = -759.95489 Ha
energy above the lowest of the compared OMol25 structures with the same formula, charge and spin = 319.4 kJ/mol


Molecular formula: C4H7NO2S
Method: DFT, ωB97M-V/def2-TZVPD

Each line ends with the natural charge from an NBO analysis.
Cartesian coordinates (Å):
C (-0.95, 0.55, -0.06)  -0.1171
C (-2.30, 0.30, -0.71)  -0.4944
C (2.18, 0.22, 0.62)  -0.3056
C (2.06, -1.31, 0.93)  -0.2667
N (0.89, -0.46, 0.93)  -0.1646
O (-4.02, 0.47, -2.64)  -0.8909
O (-0.10, -0.57, -0.01)  -0.3842
S (-2.68, 0.91, -2.21)  1.1624
H (-0.53, 1.34, -0.68)  0.1666
H (-1.11, 0.95, 0.94)  0.2039
H (-3.05, -0.29, -0.22)  0.2320
H (2.64, 0.89, 1.34)  0.2032
H (2.43, 0.56, -0.41)  0.2038
H (2.23, -2.09, 0.12)  0.2289
H (2.31, -1.46, 2.07)  0.2227

Computed properties:
max |F| = 3.0 eV Å⁻¹
HOMO = -8.785 eV
total energy = -759.84907 Ha
energy above the lowest of the compared OMol25 structures with the same formula, charge and spin = 597.2 kJ/mol


Molecular formula: C4H7NO3
Method: DFT, ωB97M-V/def2-TZVPD

Each line ends with the natural charge from an NBO analysis.
Cartesian coordinates (Å):
N (-1.53, 0.83, 0.57)  -0.8977
C (-0.09, 0.61, 0.80)  -0.0732
C (0.03, 0.03, 2.26)  -0.0075
O (-0.63, -1.12, 2.48)  -0.9810
C (0.50, -0.38, -0.20)  -0.5425
C (0.52, -0.01, -1.70)  0.7663
O (-0.33, 0.83, -2.10)  -0.8272
O (1.42, -0.56, -2.39)  -0.8251
H (-1.70, 0.72, -0.42)  0.3723
H (-1.98, 0.05, 1.05)  0.3597
H (0.43, 1.56, 0.70)  0.1419
H (1.15, -0.02, 2.45)  0.0529
H (-0.34, 0.88, 2.92)  0.0549
H (1.54, -0.59, 0.10)  0.1883
H (0.00, -1.34, -0.09)  0.2180

Computed properties:
net charge = -2
structure (SMILES) = N[C@@H](C[O-])CC(=O)[O-]
max |F| = 1.1 eV Å⁻¹
HOMO = 0.553 eV
total energy = -437.04771 Ha
energy above the lowest of the compared OMol25 structures with the same formula, charge and spin = 26.1 kJ/mol